Density functional theory data (wB97M-V/def2-TZVPD) for C46H50BrNO2P2Yb as an isolated structure in a non-equilibrium geometry.

XYZ file:
```
103
Properties=species:S:1:pos:R:3:forces:R:3:mulliken_spin:R:1
H -2.602877 2.371499 -4.029623 0.110 -0.041 0.332 0.000
O 0.483380 0.849444 -1.033552 -0.708 0.746 -0.713 -0.002
H -5.195182 -0.655746 -1.337293 -0.112 0.513 0.047 0.000
H -1.222435 -4.303649 7.435357 0.186 0.663 -0.238 0.004
H 0.364487 -1.219312 -7.780133 -0.068 0.106 -0.245 0.000
H -2.024502 -1.370961 6.284818 0.814 -0.158 0.914 -0.001
P -1.507857 2.712792 -1.227703 -1.156 -0.405 -0.603 0.000
C -0.164451 -2.584699 6.361409 0.011 -0.995 1.398 0.031
C 0.301402 -2.887545 -3.201296 -0.867 0.353 0.295 0.002
C -0.179724 4.790649 0.072736 0.609 0.006 0.149 0.000
H 5.174041 -2.252215 2.010306 -0.598 0.027 0.089 0.002
C -0.780875 5.703523 2.241421 -0.110 0.130 -0.132 0.000
C -4.250574 3.016755 -0.662261 0.292 2.178 1.156 0.000
C 2.000916 -1.633791 3.314158 -0.153 -0.438 0.996 0.073
C -1.728228 -1.288729 -7.232101 0.073 -0.206 -0.439 0.000
H -0.716610 6.537617 2.951807 0.089 -0.631 -0.097 0.000
O 1.295781 -1.263374 1.089916 -0.668 -0.523 1.169 0.319
H 1.693579 -1.727583 7.211881 -0.604 -1.004 0.431 0.000
C 1.875171 -3.367296 -1.388774 -1.192 0.749 0.354 0.004
H 4.287837 -1.870832 4.979900 0.013 0.404 -0.516 0.001
H -6.329156 3.372356 -0.185073 0.523 -0.408 -0.200 0.000
C -2.667831 -0.959382 -6.276151 -0.053 1.329 1.086 0.000
H 3.237525 3.534629 -5.763797 -0.083 -0.069 0.252 0.000
H 1.035792 0.119081 -5.867941 -0.124 -0.030 -0.047 0.000
C -0.946097 0.241370 -4.975966 -0.797 -1.782 0.006 -0.001
H 2.361856 -2.253801 -3.162165 -0.211 -0.087 0.098 0.000
H -2.864820 0.057842 -1.427674 -0.274 0.055 -0.197 0.001
H 0.849959 2.962186 -5.435998 0.261 0.294 0.075 0.000
C -5.939314 1.332397 -0.828916 -0.002 0.292 0.394 0.000
H -1.249534 -4.528101 -0.612330 0.140 0.012 -0.289 0.000
H -3.006157 -0.063172 -4.353598 -0.071 0.293 -0.111 0.000
H -4.031025 4.054781 -0.356130 0.103 -0.493 -0.456 0.000
C -3.235171 2.150275 -1.001557 -0.120 -1.964 -0.682 0.000
C -1.381265 3.709697 -2.775150 -0.638 -0.965 1.001 0.000
C 0.280486 -2.263171 4.941422 1.039 -0.018 1.342 0.009
C -1.127833 -1.512700 6.962419 -0.791 -0.441 -0.793 0.035
C -3.651119 0.791542 -1.240539 1.949 1.082 0.160 0.000
H -3.734689 -1.141503 -6.408728 0.389 -0.374 0.043 0.000
H 5.279056 -0.788548 4.001595 -0.167 0.087 0.087 0.000
H 1.728809 -3.516342 6.941822 0.119 -0.029 0.086 0.000
C -1.639876 4.619031 2.448920 -0.119 -0.025 -0.229 0.000
H -6.970512 1.009351 -0.764418 -0.010 0.115 0.024 0.000
C 4.244953 -1.018056 4.269803 0.045 -1.164 -0.045 0.004
C 3.951061 2.164118 -4.287566 -0.130 -0.144 0.158 0.000
C 1.621223 -2.059381 4.592265 0.788 -0.053 -0.866 0.094
H -2.127013 4.501660 3.425198 -0.047 0.040 -0.652 0.000
Br -1.819393 -1.557256 1.341566 -0.263 -0.241 1.865 0.001
H -1.472596 -1.784962 7.992058 0.301 -0.031 -1.015 0.003
H -1.756550 -3.531721 -2.830454 0.109 -0.121 -0.327 0.000
H 2.845719 -3.251467 -0.922819 0.053 -0.108 -0.216 0.002
C -0.008828 -0.155301 -5.973826 0.018 0.204 0.410 0.000
C 1.103407 -2.687993 7.270603 -0.450 0.880 -0.876 0.001
H 0.509522 4.767061 -0.769680 -0.177 0.355 0.069 0.000
C 3.617467 1.128290 -3.423180 -0.376 -0.026 0.292 0.000
H 1.014187 -4.362212 0.347546 0.002 0.076 -0.713 0.001
C -0.735988 -3.495220 -2.470960 0.385 -0.331 0.705 -0.002
H 0.054681 -2.509773 -4.208520 0.443 -0.045 0.629 0.000
P -0.500095 1.307471 -3.569270 1.822 0.659 -1.371 0.000
C -0.663244 -2.109284 3.958775 -2.789 0.308 -2.486 0.057
C 1.561602 -2.741228 -2.604355 0.660 -0.584 -0.659 -0.001
H -0.230474 -4.761294 6.074866 -0.194 0.090 -0.060 -0.002
H 3.611948 -2.656090 1.288610 -0.249 -0.272 -0.495 -0.005
C -1.132287 3.770995 0.191372 0.259 0.098 0.655 0.001
C 2.953395 2.810882 -5.000651 0.561 0.528 -0.757 0.000
C -5.569061 2.643482 -0.504816 -0.963 -0.799 -0.586 0.000
H 4.643946 0.314292 2.175838 -0.337 0.137 -0.030 0.000
C -0.029438 5.764044 1.076267 -0.109 -0.352 -0.700 0.000
H 2.414349 -2.292831 5.295987 -0.376 0.366 -0.065 0.001
H -1.332028 3.141711 -4.883103 0.255 -0.035 0.059 0.000
H -2.012848 -1.876176 -8.096926 -0.065 0.063 0.018 0.000
H -1.811746 -4.013703 5.788375 0.092 0.116 0.099 -0.001
H 3.246435 -0.133088 1.135352 0.317 0.226 0.159 -0.007
C -1.571642 2.725151 -3.902221 0.196 -0.113 -0.182 0.000
H 3.794932 -0.185331 4.780881 -0.018 0.473 0.315 -0.001
C -1.866503 3.715374 1.409759 -0.003 -0.864 0.021 0.000
H 0.671303 6.580328 0.933895 -0.046 -0.163 -0.056 0.000
C -0.374812 -1.737831 2.649941 -1.438 -0.883 2.399 0.095
H -0.619956 -0.569926 7.036757 0.236 0.607 0.031 -0.003
H -2.169934 4.435992 -2.778535 -0.161 0.746 0.128 0.000
C -0.402859 -0.894576 -7.094988 0.151 0.284 1.247 0.000
H -0.390415 4.129498 -2.759044 0.346 0.502 -0.188 0.000
C 1.623239 2.522984 -4.810690 -0.531 0.001 -0.086 0.000
C 4.111071 -2.488292 2.224751 0.714 -0.150 0.739 0.031
H 4.974801 2.470996 -4.426365 0.166 -0.105 -0.052 0.000
C 1.258948 1.582199 -3.859673 0.249 -0.362 0.485 0.001
C -2.272072 -0.209496 -5.140565 -0.030 -0.589 -0.434 0.000
C -4.958888 0.399987 -1.162571 -0.318 -0.381 -0.021 -0.001
C 3.450870 -1.302013 2.965274 0.580 0.268 0.788 0.021
H 4.136468 -3.428571 2.833309 -0.267 0.795 -0.456 -0.002
H 4.374612 0.568553 -2.862636 -0.256 0.259 -0.373 0.000
H 2.003648 0.027216 -2.554364 0.068 0.129 0.085 -0.001
C 2.269386 0.837713 -3.212638 -0.122 0.184 -0.176 0.000
H 0.754945 -2.897346 8.270562 0.190 0.131 0.381 0.000
C 3.586566 0.028931 2.163759 -0.147 -1.239 -0.658 0.018
H -2.605528 2.918437 1.543977 0.295 0.300 0.044 0.000
C -0.921105 -3.982040 6.424957 0.778 0.060 -0.544 0.038
C 0.833132 -3.972773 -0.669305 -0.071 -0.440 0.315 -0.007
H 2.955194 0.794004 2.587995 0.004 0.404 0.286 -0.001
N -0.616941 1.267926 -1.857967 -0.872 0.589 0.956 -0.001
C 0.958665 -1.543147 2.306957 1.860 1.122 -2.537 0.195
Yb -0.118029 -1.194504 -0.660030 1.156 -0.746 -1.441 -0.006
C -0.460651 -4.074909 -1.212355 0.356 0.782 -0.027 0.001
H -1.703102 -2.325856 4.231812 0.326 0.212 -0.186 0.001
```
Forces are in eV/Å.

Results
Total energy = -6402.6009 a.u.
Maximum force = 0.073 Eh/bohr
Highest occupied orbital energy (alpha / beta) = -15.2 / -15.2 eV
LUMO energy (alpha / beta) = -8.267 / -9.639 eV
Net charge = +3
Multiplicity = 2
<S²> = 0.774

Density functional theory data (wB97M-V/def2-TZVPD) for an isolated molecule of C4H8N2O in a non-equilibrium geometry.

XYZ file:
```
15
Properties=species:S:1:pos:R:3:forces:R:3:mulliken_charge:R:1
C 0.049860 1.005139 -1.360530 -2.535 0.547 -1.665 -0.003
H -0.247749 0.755092 1.799794 0.085 -0.412 0.367 0.242
N 0.576278 1.933554 -0.713019 0.758 1.933 0.025 -0.526
H 1.459117 1.260164 0.296495 -0.456 -0.949 1.438 0.330
H -0.855385 -2.606145 1.261743 -0.104 -0.224 -0.273 0.288
O 1.619150 0.505370 0.970852 1.026 -0.501 0.618 -0.635
N -0.547597 -0.089123 -0.845575 0.584 -1.499 -3.333 -0.288
H 0.647205 -0.834800 2.274548 -0.271 1.337 -0.938 0.275
H -0.314229 1.112742 -2.413140 0.783 0.051 0.501 0.285
H 0.722344 2.757079 -1.279441 0.242 0.006 -0.117 0.212
H -0.669571 -0.750094 -1.660132 -0.360 0.878 1.511 0.262
C 0.432730 -0.051117 1.471786 -0.195 -0.817 -1.467 -0.270
C -0.324353 -0.783517 0.310331 -0.553 -2.124 2.591 0.619
C -0.911535 -2.023441 0.353000 0.407 2.416 0.060 -1.044
H -1.636266 -2.190901 -0.466712 0.591 -0.640 0.682 0.252
```
Forces are in eV/Å.

Results
Total energy = -341.8995 a.u.
Maximum force = 0.072 Eh/bohr
Highest occupied orbital energy = -8.6 eV
LUMO energy = 0.584 eV
Net charge = 0

Among the records above, which one has the highest total energy? C4H8N2O

Among the records above, which one has the lowest net charge? C4H8N2O